1.
DFT (ωB97M-V/def2-TZVPD) results for the molecule C30H29F6N3O2 in a non-equilibrium geometry.

Cartesian coordinates (Å):
C  -4.259  2.211  3.869
N  -4.231  2.067  2.427
C  -5.521  2.213  1.766
C  -6.062  0.840  1.523
F  -7.312  0.788  0.989
F  -5.192  0.162  0.686
F  -6.073  0.141  2.714
C  -3.078  1.832  1.724
C  -2.932  2.171  0.356
C  -1.761  1.934  -0.343
C  -0.729  1.173  0.224
C  0.401  0.782  -0.670
C  1.535  0.101  0.009
C  2.882  0.472  -0.126
C  3.875  -0.328  0.403
C  3.599  -1.544  1.083
N  4.566  -2.179  1.836
C  4.404  -3.572  2.314
C  5.699  -1.438  2.416
C  5.366  -1.081  3.823
F  6.322  -0.415  4.505
F  4.230  -0.300  3.813
F  5.060  -2.191  4.570
C  2.231  -1.956  1.116
C  1.232  -1.095  0.659
C  -0.840  0.864  1.605
C  -1.967  1.206  2.338
H  -3.474  2.899  4.212
H  -5.228  2.641  4.171
H  -4.101  1.242  4.377
H  -6.216  2.715  2.431
H  -5.439  2.750  0.827
H  -3.754  2.641  -0.167
H  -1.639  2.369  -1.340
H  0.676  1.591  -1.408
H  3.192  1.331  -0.734
H  4.913  -0.038  0.342
H  3.884  -4.175  1.548
H  5.403  -4.016  2.477
H  3.793  -3.668  3.246
H  6.562  -2.098  2.395
H  5.894  -0.526  1.863
H  1.966  -2.931  1.552
H  0.200  -1.426  0.792
H  -0.074  0.301  2.149
H  -2.046  0.974  3.403
C  -4.638  0.342  -2.925
C  -3.283  0.780  -3.389
O  -2.295  -0.125  -2.701
C  -1.075  0.439  -2.780
C  0.016  -0.281  -2.021
C  1.224  -0.483  -2.950
C  1.596  0.441  -3.943
C  2.733  0.252  -4.725
C  3.559  -0.842  -4.511
C  3.284  -1.691  -3.449
C  2.109  -1.530  -2.699
C  -0.550  -1.543  -1.552
N  -0.930  -2.583  -1.138
O  -0.867  1.522  -3.373
H  -5.403  0.921  -3.446
H  -4.774  -0.727  -3.104
H  -4.750  0.549  -1.856
H  -3.111  0.675  -4.477
H  -3.033  1.808  -3.078
H  0.973  1.340  -4.066
H  2.966  0.975  -5.502
H  4.428  -1.015  -5.124
H  3.970  -2.479  -3.129
H  1.892  -2.178  -1.823

Cartesian forces (eV/Å) of the 2 atoms listed first:
0.391 -0.250 0.324
-1.451 0.979 0.163

SMILES: CCOC(=O)[C@@](C#N)(c1ccccc1)C(c1ccc(N(C)CC(F)(F)F)cc1)c1ccc(N(C)CC(F)(F)F)cc1
Net charge: 0
Lowest unoccupied orbital energy: 0.6 eV
E_HOMO: -7.802 eV
Total energy: -56450.4297 eV


2.
DFT (ωB97M-V/def2-TZVPD) results for a structure of composition C30H29IN3PRu in a non-equilibrium geometry.

Cartesian coordinates (Å):
C  0.150  1.424  1.465
C  0.138  -1.342  1.540
H  1.187  1.763  1.462
H  -0.123  1.024  2.443
H  -0.542  2.229  1.196
H  0.312  -2.321  1.082
H  0.999  -1.076  2.152
H  -0.779  -1.350  2.134
C  0.093  2.656  -1.662
C  0.176  3.459  -2.793
C  0.087  2.854  -4.045
C  -0.080  1.477  -4.117
H  0.176  3.070  -0.663
H  0.316  4.530  -2.688
H  0.155  3.445  -4.953
H  -0.135  0.988  -5.083
N  -0.073  1.330  -1.729
C  -0.157  0.728  -2.938
C  -0.303  -0.741  -2.928
N  -0.269  -1.340  -1.714
C  -0.383  -2.671  -1.634
C  -0.569  -2.879  -4.009
C  -0.531  -3.482  -2.753
H  -0.344  -3.089  -0.634
H  -0.612  -4.557  -2.637
C  -0.456  -1.497  -4.095
H  -0.488  -1.011  -5.063
H  -0.684  -3.476  -4.909
Ru  0.000  0.000  0.000
I  2.739  -0.143  -0.478
N  -2.135  0.116  0.710
P  -2.800  0.188  2.296
C  -1.795  0.757  3.835
C  -1.950  2.052  4.373
C  -1.204  2.470  5.486
C  -0.297  1.605  6.095
C  -0.143  0.314  5.604
C  -0.886  -0.114  4.499
C  -4.268  1.313  2.349
C  -5.469  0.881  2.942
C  -6.518  1.779  3.145
C  -6.384  3.111  2.752
C  -5.203  3.544  2.142
C  -4.148  2.648  1.942
C  -3.241  -1.503  2.952
C  -3.050  -2.684  2.222
C  -3.274  -3.929  2.830
C  -3.681  -4.005  4.168
C  -3.883  -2.834  4.897
C  -3.668  -1.597  4.298
H  -2.627  2.767  3.946
H  -1.329  3.472  5.878
H  0.282  1.934  6.950
H  0.556  -0.363  6.083
H  -0.730  -1.130  4.188
H  -5.590  -0.132  3.290
H  -7.427  1.445  3.631
H  -7.192  3.810  2.931
H  -5.096  4.580  1.852
H  -3.220  3.004  1.510
H  -2.702  -2.644  1.198
H  -3.106  -4.842  2.275
H  -3.831  -4.964  4.643
H  -4.184  -2.886  5.939
H  -3.799  -0.706  4.898

Cartesian forces (eV/Å) of the 2 atoms listed first:
0.519 0.336 -0.257
0.110 -0.273 0.015

Multiplicity: 5
Net charge: +2
Lowest unoccupied orbital energy (spin up / spin down): -6.7 / -9.5 eV
E_HOMO (spin up / spin down): -14.075 / -14.080 eV
Total energy: -56004.2953 eV


3.
DFT (ωB97M-V/def2-TZVPD) results for a structure of composition C30H29MnN6OS in a non-equilibrium geometry.

Cartesian coordinates (Å):
Mn  1.181  0.814  0.785
N  1.346  2.975  1.038
C  0.175  3.800  1.310
C  0.083  5.038  0.696
C  -0.988  5.875  0.960
C  -1.970  5.467  1.848
C  -1.882  4.225  2.452
C  -0.811  3.367  2.203
C  -0.731  2.036  2.840
C  -1.306  1.773  4.086
C  -1.227  0.517  4.667
C  -0.556  -0.524  4.037
C  0.022  -0.281  2.802
C  -0.075  0.977  2.217
H  1.969  3.019  1.845
H  1.853  3.402  0.267
H  0.860  5.356  0.008
H  -1.050  6.840  0.476
H  -2.809  6.113  2.068
H  -2.679  3.897  3.106
H  -1.791  2.575  4.626
H  -1.686  0.345  5.632
H  -0.490  -1.499  4.499
H  0.535  -1.096  2.280
C  -2.291  -0.541  0.279
C  -1.167  -0.849  -0.644
N  0.026  -0.258  -0.659
C  0.750  -0.832  -1.695
C  -0.019  -1.761  -2.304
N  -1.226  -1.759  -1.638
C  -2.388  -2.580  -1.986
N  -3.318  -1.889  -2.819
N  -4.373  -1.240  -2.248
N  -5.053  -0.668  -3.151
C  -4.482  -0.920  -4.379
C  -4.855  -0.522  -5.663
C  -4.065  -0.945  -6.706
C  -2.929  -1.747  -6.494
C  -2.543  -2.146  -5.233
C  -3.344  -1.718  -4.177
H  -2.142  0.446  0.710
H  -2.337  -1.264  1.097
H  -3.243  -0.560  -0.251
H  1.747  -0.516  -1.950
H  0.180  -2.400  -3.147
H  -2.909  -2.861  -1.074
H  -2.035  -3.476  -2.491
H  -5.735  0.090  -5.809
H  -4.318  -0.659  -7.718
H  -2.348  -2.061  -7.351
H  -1.669  -2.768  -5.082
C  5.666  0.612  0.328
S  4.234  -0.399  -0.100
O  3.033  0.470  0.330
C  4.306  -1.685  1.136
C  4.656  -1.427  2.456
C  4.651  -2.473  3.363
C  4.297  -3.753  2.953
C  3.944  -3.997  1.633
C  3.952  -2.960  0.713
H  5.425  1.214  1.201
H  5.889  1.254  -0.522
H  6.510  -0.047  0.519
H  4.930  -0.432  2.781
H  4.939  -2.286  4.389
H  4.305  -4.565  3.668
H  3.677  -4.997  1.317
H  3.701  -3.137  -0.326

Cartesian forces (eV/Å) of the 2 atoms listed first:
-0.758 0.594 -0.910
0.075 -0.579 0.045

Multiplicity: 5
Net charge: +2
Lowest unoccupied orbital energy (spin up / spin down): -7.1 / -5.8 eV
E_HOMO (spin up / spin down): -13.006 / -13.006 eV
Total energy: -84710.2234 eV


4.
DFT (ωB97M-V/def2-TZVPD) results for a structure of composition C30H29N8O5SSeY in a non-equilibrium geometry.

Cartesian coordinates (Å):
Y  0.199  0.334  0.175
O  -1.178  4.036  1.682
C  -0.840  3.127  0.925
N  -1.084  1.826  1.077
C  -1.761  1.498  2.324
C  -1.370  0.167  2.902
C  -2.181  -0.449  3.854
C  -1.772  -1.638  4.426
C  -0.543  -2.166  4.054
C  0.197  -1.500  3.094
N  -0.214  -0.374  2.509
C  -0.110  3.484  -0.354
C  -0.123  4.820  -0.750
C  0.564  5.202  -1.884
C  1.243  4.224  -2.598
C  1.194  2.918  -2.145
N  0.542  2.538  -1.043
H  -1.525  2.274  3.070
H  -2.850  1.528  2.179
H  -3.122  0.004  4.125
H  -2.398  -2.145  5.146
H  -0.175  -3.081  4.491
H  1.163  -1.873  2.774
H  -0.662  5.524  -0.134
H  0.575  6.234  -2.204
H  1.801  4.459  -3.491
H  1.700  2.135  -2.706
O  -4.823  -3.715  -1.851
C  -4.718  -3.949  -0.636
O  -5.163  -4.792  0.108
C  -3.682  -2.879  -0.137
C  -3.972  -1.514  -0.183
C  -2.942  -0.602  -0.142
N  -1.651  -0.953  -0.080
C  -1.355  -2.264  0.006
C  -2.336  -3.238  -0.030
C  0.134  -2.621  0.156
O  0.446  -3.793  0.263
O  0.953  -1.632  0.136
H  -4.994  -1.172  -0.256
H  -3.127  0.468  -0.169
H  -2.055  -4.278  0.034
C  -2.353  0.298  -3.256
N  -2.015  -1.094  -3.214
C  -2.872  -2.141  -3.406
C  -2.145  -3.276  -3.282
N  -0.850  -2.919  -3.023
C  0.233  -3.840  -2.821
C  -0.784  -1.580  -2.966
Se  0.699  -0.514  -2.677
H  -3.436  0.400  -3.262
H  -1.934  0.763  -4.152
H  -1.941  0.805  -2.377
H  -3.925  -2.026  -3.569
H  -2.470  -4.294  -3.322
H  -0.012  -4.539  -2.019
H  1.118  -3.272  -2.534
H  0.436  -4.400  -3.736
C  5.275  0.035  -2.206
C  5.139  -0.022  -0.728
C  6.138  -0.369  0.144
C  5.856  -0.345  1.532
N  4.710  0.094  1.991
C  3.750  0.474  1.153
S  2.362  1.223  1.706
N  3.943  0.337  -0.208
C  6.862  -0.812  2.525
H  6.273  -0.254  -2.520
H  5.084  1.052  -2.550
H  4.540  -0.615  -2.679
H  7.108  -0.672  -0.213
H  3.152  0.540  -0.823
H  7.830  -0.352  2.334
H  6.984  -1.894  2.441
H  6.526  -0.573  3.530

Cartesian forces (eV/Å) of the 2 atoms listed first:
1.755 0.852 -1.071
0.148 -0.021 -0.209

ΔE to the lowest compared entry with this formula, charge and spin: 36.1 kcal per mole
Net charge: 0
Lowest unoccupied orbital energy: -0.7 eV
E_HOMO: -7.762 eV
Total energy: -130969.9011 eV